[1]
The following is a DFT calculation (ωB97M-V/def2-TZVPD) of a molecular structure, C28H41BrMnN2P2S in a non-equilibrium geometry.

Positions of all 76 atoms, in Å:
H (0.727, -3.569, -2.662)
C (-4.649, 2.765, -0.575)
N (-2.628, 1.899, 0.251)
H (-0.701, 0.054, -3.315)
H (-2.595, -3.175, -1.873)
C (-3.322, 2.493, -0.827)
H (-1.453, -1.641, -4.873)
H (3.566, 2.898, -3.951)
H (2.318, 0.555, 4.924)
C (1.338, -1.769, -1.545)
C (3.607, -5.194, 1.007)
C (3.271, -3.903, 1.447)
H (1.124, -6.961, 2.218)
S (-5.044, 2.365, 1.109)
P (-0.330, -0.996, -1.212)
H (2.015, 3.017, 4.314)
H (0.300, 4.051, -1.172)
Br (1.045, 3.983, 1.189)
H (5.407, 2.663, -0.455)
H (-0.603, -2.707, 0.456)
C (1.412, -3.259, -1.864)
C (2.273, 1.380, -3.044)
H (1.932, -1.571, -0.639)
H (3.332, 1.336, 0.056)
H (-1.095, -4.095, -1.656)
C (4.572, 2.642, -1.171)
H (-2.097, -1.806, 0.163)
C (1.115, 3.882, -1.901)
H (-2.169, -0.729, -2.707)
H (-3.053, 1.350, 2.285)
C (-1.264, -2.324, -0.337)
H (1.800, -1.197, -2.366)
H (-2.364, -4.177, -0.439)
C (2.070, -3.687, 2.126)
C (1.695, 0.869, 4.074)
H (3.076, 3.037, 0.370)
H (0.545, -4.762, 3.190)
H (2.641, 5.030, -0.817)
C (-1.850, -3.496, -1.133)
H (2.423, -3.511, -2.215)
C (2.105, 5.038, -1.779)
C (1.599, -2.367, 2.427)
C (2.644, 2.340, -4.175)
H (1.563, 5.997, -1.836)
H (4.532, 3.629, -1.658)
P (1.789, 2.220, -1.494)
N (2.848, -6.265, 1.282)
Mn (-0.430, 1.492, -0.093)
C (0.954, -0.099, 3.371)
C (1.350, -1.454, 3.220)
C (1.341, -4.825, 2.473)
C (1.612, 2.226, 3.680)
H (-0.790, -0.429, 2.041)
H (1.224, -3.886, -0.984)
C (-0.155, 1.651, 2.101)
H (4.535, -5.357, 0.435)
H (0.638, 3.845, -2.890)
H (-1.417, -2.934, -3.682)
C (-0.103, 0.309, 2.510)
H (2.812, 1.786, -5.110)
C (-3.411, 1.783, 1.336)
C (1.732, -6.078, 1.993)
H (-5.364, 3.154, -1.302)
H (1.846, 3.072, -4.353)
H (1.417, 0.747, -3.332)
C (3.276, 2.316, -0.441)
C (-0.945, -1.982, -3.957)
H (3.999, -3.111, 1.371)
H (-1.022, 2.166, 1.598)
H (4.794, 1.886, -1.937)
H (0.094, -2.191, -4.241)
H (3.101, 0.685, -2.834)
C (-1.097, -0.887, -2.900)
C (0.913, 2.467, 2.489)
H (-2.762, 2.697, -1.751)
H (2.853, 5.037, -2.586)

Frontier orbital gap (spin up / spin down) (hartree): 0.294 / 0.276
Calculated total energy (Ha): -6006.3008
⟨S²⟩: 8.76
LUMO (spin up / spin down) (eV): -5.86 / -6.34
Charge: +2
2S+1: 6

These are the Mulliken partial charges, in e, on atoms 1 to 5:
1. H 0.259
2. C -0.278
3. N 0.107
4. H 0.464
5. H 0.351

=====

[2]
The following is a DFT calculation (ωB97M-V/def2-TZVPD) of a molecular structure, C28H41Cl2IrN4O3Si4Te in a non-equilibrium geometry.

Positions of all 84 atoms, in Å:
C (1.809, 4.734, -0.558)
H (-3.022, -3.064, -2.398)
C (-1.919, 3.935, -3.573)
H (-2.426, -2.720, 3.841)
C (2.122, -4.841, 0.793)
N (1.982, 2.707, 0.640)
C (-0.971, 3.610, -2.604)
Cl (5.540, 6.312, 1.413)
Te (-0.842, -0.013, 0.198)
H (3.544, -1.238, -0.447)
H (-0.682, -5.426, -3.292)
H (0.564, -2.672, -4.514)
C (2.251, 6.030, -0.840)
H (-2.693, -5.528, 2.227)
O (-2.283, 2.860, 0.295)
O (3.599, 1.596, 1.899)
H (-3.546, 3.183, -1.327)
H (-1.741, 0.827, 4.719)
H (2.321, -1.198, 2.565)
C (-0.951, 1.720, 2.946)
C (-2.171, 1.607, -4.020)
H (-3.534, -1.597, 0.731)
H (1.957, -5.234, -0.203)
H (3.414, -2.520, 2.906)
H (0.503, 0.025, 5.477)
O (-0.308, 5.857, -2.226)
C (3.551, -2.320, -0.353)
C (-1.912, -5.194, 1.551)
C (-0.857, 1.026, 4.136)
C (2.529, 3.913, 0.373)
H (-1.327, -1.534, 3.164)
C (-2.525, 2.940, -4.303)
H (-2.116, -5.633, 0.580)
C (1.314, 1.569, 2.575)
H (1.781, -2.947, -3.290)
N (0.723, 4.122, -1.078)
H (3.049, -5.268, 1.162)
H (-2.123, 4.982, -3.732)
C (-1.550, -2.597, 3.211)
H (-1.248, -5.429, -1.636)
H (-1.909, 2.063, 2.581)
H (-2.572, 0.797, -4.606)
N (-0.694, 2.309, -2.274)
Ir (0.272, 2.257, -0.403)
C (-3.559, -2.668, 0.909)
H (-4.310, -2.858, 1.669)
H (0.970, -1.400, -3.380)
H (2.491, 0.575, 4.053)
C (-3.506, 2.647, -0.376)
C (0.403, 0.581, 4.558)
H (0.466, -5.409, -1.974)
C (0.824, -2.471, -3.478)
C (3.669, 4.440, 0.997)
Cl (3.940, 8.103, -0.576)
H (-0.977, -5.611, 1.906)
H (-1.018, 0.334, -2.756)
H (-2.373, -1.476, -2.714)
Si (-1.827, -3.286, 1.448)
H (1.691, 6.641, -1.532)
C (-2.220, -2.534, -2.899)
N (0.091, 1.987, 2.172)
Si (-0.091, -2.428, 0.005)
C (-0.170, 4.665, -1.961)
H (-2.340, -2.700, -3.966)
H (-3.570, 1.576, -0.569)
H (1.319, -5.209, 1.423)
H (3.481, -2.742, -1.350)
C (-1.289, 1.354, -2.998)
H (-3.235, 3.166, -5.080)
C (-0.493, -5.024, -2.301)
C (1.494, 0.871, 3.774)
H (-0.722, -3.085, 3.711)
Si (-0.509, -3.116, -2.267)
H (4.213, 3.836, 1.704)
H (4.520, -2.601, 0.051)
C (2.433, 1.923, 1.704)
H (-4.350, 2.946, 0.248)
C (2.420, -2.278, 2.540)
Si (2.131, -2.930, 0.771)
C (4.100, 5.708, 0.684)
H (-2.196, 3.791, 0.528)
H (1.703, -2.691, 3.242)
C (3.387, 6.510, -0.226)
H (-3.896, -3.144, -0.005)

Frontier orbital gap (spin up / spin down) (hartree): 0.154 / 0.189
Calculated total energy (Ha): -3987.0300
⟨S²⟩: 6.04
Relative energy (zero: lowest compared OMol25 entry of this formula, charge and spin) (kJ/mol): 224.7
LUMO (spin up / spin down) (eV): -0.77 / -2.56
2S+1: 5

These are the Mulliken partial charges, in e, on atoms 1 to 5:
1. C 0.314
2. H 0.334
3. C -0.506
4. H 0.462
5. C -1.121